# 1
Density functional theory data (ωB97M-V/def2-TZVPD) for a structure of composition C34H69BrGaO3.

Output
* Kohn-Sham gap: 7.26 eV

```
! wB97M-V def2-TZVPD RIJCOSX def2/J DEFGRID3
* xyz -1 1
C 3.59 1.49 4.90
C 2.94 0.50 3.94
C 1.75 1.09 3.18
C 0.45 1.15 4.01
C -0.76 0.73 3.20
C -1.16 1.80 2.15
C -1.40 1.17 0.79
C -1.85 2.17 -0.30
C -0.69 2.73 -1.12
C 0.27 3.59 -0.30
C 1.02 4.65 -1.13
C 2.48 4.29 -1.52
C 2.78 2.81 -1.69
C 2.32 2.20 -3.03
C 3.20 1.01 -3.47
Ga 2.21 -0.76 -3.32
Br 2.56 -1.46 -1.01
C 3.01 -2.08 -4.67
C 3.14 -3.53 -4.27
C 2.29 -4.16 -3.36
C 2.46 -5.51 -3.03
C 3.48 -6.27 -3.59
C 4.34 -5.66 -4.51
C 4.16 -4.31 -4.84
H 4.49 1.04 5.32
H 2.92 1.74 5.72
H 3.89 2.38 4.36
H 3.69 0.21 3.20
H 2.64 -0.41 4.47
H 1.59 0.50 2.28
H 2.01 2.09 2.85
H 0.29 2.18 4.34
H 0.54 0.53 4.90
H -1.60 0.59 3.88
H -0.59 -0.23 2.71
H -2.06 2.31 2.48
H -0.36 2.53 2.13
H -2.18 0.41 0.89
H -0.49 0.69 0.43
H -2.41 3.00 0.13
H -2.53 1.66 -0.98
H -1.12 3.37 -1.89
H -0.18 1.91 -1.63
H -0.34 4.13 0.43
H 0.97 2.99 0.28
H 0.45 4.91 -2.01
H 1.07 5.56 -0.53
H 2.69 4.77 -2.47
H 3.18 4.74 -0.81
H 3.86 2.68 -1.64
H 2.37 2.21 -0.88
H 2.35 2.98 -3.79
H 1.30 1.85 -2.94
H 3.59 1.14 -4.48
H 4.07 0.92 -2.82
H 0.66 -0.48 -3.63
H 2.41 -2.02 -5.58
H 4.00 -1.71 -4.91
H 1.49 -3.59 -2.91
H 1.80 -5.97 -2.31
H 3.63 -7.30 -3.32
H 5.14 -6.22 -4.97
H 4.84 -3.85 -5.54
C -0.16 -3.40 1.27
C 0.22 -4.72 0.64
O -0.42 -5.85 1.22
C -1.83 -5.81 1.13
C -2.34 -5.72 -0.29
H 0.03 -3.42 2.35
H 0.42 -2.60 0.82
H -1.22 -3.16 1.13
H 1.29 -4.89 0.76
H 0.03 -4.70 -0.44
H -2.23 -4.98 1.73
H -2.19 -6.73 1.60
H -2.05 -4.79 -0.77
H -3.43 -5.78 -0.31
H -1.94 -6.54 -0.90
C -1.89 6.31 6.65
C -1.29 5.05 6.05
O -1.87 4.66 4.82
C -1.75 5.59 3.76
C -0.31 5.91 3.37
H -2.98 6.22 6.74
H -1.48 6.49 7.64
H -1.69 7.19 6.03
H -1.47 4.21 6.73
H -0.21 5.15 5.95
H -2.30 6.51 3.99
H -2.25 5.12 2.91
H 0.22 6.43 4.17
H -0.29 6.54 2.49
H 0.23 4.99 3.16
C -3.36 -1.60 -2.76
C -3.07 -2.91 -3.47
O -3.82 -4.01 -2.98
C -5.22 -3.91 -3.09
C -5.72 -3.79 -4.52
H -3.23 -1.71 -1.68
H -2.68 -0.82 -3.11
H -4.38 -1.25 -2.94
H -2.03 -3.18 -3.31
H -3.21 -2.80 -4.55
H -5.60 -3.08 -2.47
H -5.61 -4.83 -2.65
H -5.41 -2.85 -4.98
H -6.81 -3.82 -4.54
H -5.34 -4.60 -5.13
*
```

***

# 2
Density functional theory data (ωB97M-V/def2-TZVPD) for a cluster of 19 separate species, C4H36BO26 in total.

Output
* Kohn-Sham gap: 10.07 eV
* energy above the lowest of the compared OMol25 structures with the same formula, charge and spin: 0.0 kcal per mole

```
! wB97M-V def2-TZVPD RIJCOSX def2/J DEFGRID3
* xyz -1 1
O -3.17 0.99 1.91
C -2.15 0.93 1.29
O -1.51 -0.19 1.02
B -0.31 0.11 0.24
O -0.24 1.57 0.17
C -1.30 2.10 0.77
O -1.52 3.26 0.91
O -0.29 -0.50 -1.10
C 0.87 -1.15 -1.27
O 1.25 -1.64 -2.29
C 1.61 -1.14 0.08
O 0.91 -0.42 0.92
O 2.66 -1.66 0.26
O 1.77 -2.38 3.99
H 1.28 -1.72 3.48
H 2.60 -1.94 4.21
O 3.57 1.44 0.53
H 4.07 0.98 1.20
H 3.56 0.82 -0.22
O 2.66 -4.24 -2.81
H 2.20 -3.55 -3.28
H 1.97 -4.84 -2.51
O 4.77 -3.34 -1.15
H 5.42 -3.26 -1.87
H 3.92 -3.52 -1.59
O -4.76 4.16 0.66
H -4.32 3.73 -0.10
H -4.95 3.46 1.30
O 0.16 4.24 -1.44
H 1.11 4.12 -1.44
H -0.14 3.85 -0.60
O -0.83 6.22 1.12
H -1.65 6.06 1.59
H -0.78 5.49 0.49
O -3.35 -1.97 3.05
H -2.68 -2.11 3.74
H -3.13 -1.12 2.67
O 4.66 -2.51 2.24
H 5.30 -1.83 2.00
H 4.07 -2.57 1.47
O -0.21 -3.50 -5.02
H -0.88 -3.05 -5.55
H 0.58 -2.97 -5.16
O 2.97 -5.09 0.44
H 2.37 -4.56 0.99
H 3.77 -4.55 0.38
O -3.49 2.32 -1.22
H -3.97 1.53 -0.96
H -2.93 2.04 -1.98
O -5.45 2.45 3.31
H -5.05 2.99 3.99
H -4.76 1.80 3.10
O -6.18 0.04 1.92
H -5.74 -0.21 1.10
H -6.45 0.96 1.80
O 0.98 0.88 3.41
H 1.09 0.32 2.63
H 1.65 1.57 3.31
O -0.45 -0.47 -4.39
H -0.33 -1.05 -3.63
H -1.24 -0.82 -4.83
O -1.26 1.98 -2.97
H -0.84 2.64 -2.39
H -0.83 1.14 -2.75
O 4.67 -0.49 -1.59
H 4.14 -0.45 -2.39
H 4.49 -1.38 -1.21
*
```

***

# 3
Density functional theory data (ωB97M-V/def2-TZVPD) for a structure of composition C37H31FeN5O2S2.

Output
* Kohn-Sham gap (alpha / beta): 6.96 / 6.97 eV
* energy above the lowest of the compared OMol25 structures with the same formula, charge and spin: 27.8 kcal per mole

```
! wB97M-V def2-TZVPD RIJCOSX def2/J DEFGRID3
* xyz -1 2
Fe 1.09 0.72 -0.20
C -2.46 0.15 -1.75
C -1.95 -0.53 -0.52
N -1.73 0.17 0.54
N -1.49 -0.52 1.72
C -0.46 -0.30 2.43
S 0.98 0.65 2.15
S -0.42 -1.15 4.01
C -1.54 -2.56 3.75
C -2.95 -2.35 4.22
C -3.31 -2.65 5.53
C -4.61 -2.46 5.98
C -5.57 -1.96 5.12
C -5.23 -1.67 3.81
C -3.93 -1.86 3.36
C -1.62 -1.95 -0.56
C -2.52 -2.95 -0.90
C -2.17 -4.29 -0.82
C -0.88 -4.61 -0.40
C 0.04 -3.63 -0.10
C -0.28 -2.26 -0.19
O 0.62 -1.35 0.04
H -2.82 1.16 -1.53
H -1.67 0.21 -2.51
H -3.28 -0.43 -2.18
H -1.51 -2.79 2.69
H -1.08 -3.38 4.30
H -2.55 -3.04 6.21
H -4.86 -2.70 7.01
H -6.59 -1.81 5.47
H -5.97 -1.28 3.13
H -3.64 -1.61 2.35
H -3.53 -2.67 -1.18
H -2.89 -5.06 -1.05
H -0.60 -5.66 -0.31
H 1.04 -3.90 0.23
N 2.78 -0.37 -0.50
C 2.79 -1.40 -1.47
C 3.16 -2.69 -1.11
C 3.16 -3.70 -2.05
C 2.79 -3.42 -3.36
C 2.41 -2.13 -3.70
C 2.40 -1.10 -2.76
C 1.89 0.25 -3.11
C 2.11 0.70 -4.41
C 1.50 1.85 -4.90
C 0.63 2.53 -4.06
C 0.45 2.10 -2.75
C 1.10 0.99 -2.21
H 2.93 -0.74 0.43
H 3.42 0.40 -0.67
H 3.42 -2.89 -0.08
H 3.43 -4.71 -1.76
H 2.77 -4.21 -4.10
H 2.07 -1.93 -4.71
H 2.78 0.13 -5.06
H 1.70 2.19 -5.91
H 0.10 3.40 -4.42
H -0.23 2.67 -2.14
O 2.61 1.95 0.06
C 2.89 3.21 0.19
C 4.26 3.58 0.28
C 4.65 4.89 0.41
C 3.70 5.91 0.44
C 2.37 5.57 0.35
C 1.94 4.24 0.23
C 0.52 3.93 0.17
N -0.07 2.75 0.06
C -1.43 2.99 0.07
C -1.66 4.32 0.18
N -0.42 4.91 0.24
H 4.98 2.77 0.26
H 5.71 5.12 0.48
H 4.00 6.95 0.53
H 1.65 6.38 0.38
H -2.12 2.18 0.04
H -2.57 4.89 0.24
H -0.23 5.89 0.34
*
```

***

# 4
Density functional theory data (ωB97M-V/def2-TZVPD) for a structure of composition C27H75BeF3O25.

Output
* Kohn-Sham gap (alpha / beta): 6.54 / 6.12 eV

```
! wB97M-V def2-TZVPD RIJCOSX def2/J DEFGRID3
* xyz -1 2
Be 4.70 0.71 2.79
C 1.40 -0.44 0.94
O 1.31 0.65 0.04
O 2.30 0.00 1.97
C 0.00 -1.05 1.34
F -0.81 -0.37 2.20
F -0.65 -1.33 0.18
F 0.30 -2.24 1.91
C 0.06 1.42 -0.16
C 0.34 2.84 -0.58
H -0.51 3.40 -0.96
H 0.68 3.42 0.28
H 1.07 2.79 -1.39
H -0.59 1.48 0.71
H -0.57 1.10 -1.00
H 1.78 -1.31 0.39
C 5.39 -2.45 1.40
O 5.98 -1.34 1.99
H 4.60 -2.21 0.69
H 6.10 -3.05 0.83
H 4.98 -3.06 2.20
C 3.77 0.36 -3.00
C 2.28 0.84 -3.28
O 1.36 -0.09 -2.63
O 4.10 0.18 -1.62
H 4.53 1.09 -3.28
H 3.87 -0.52 -3.63
H 2.15 0.96 -4.36
H 2.02 1.80 -2.83
H 1.26 0.10 -1.69
H 3.46 -0.47 -1.33
C -0.55 6.73 -0.18
C -1.87 6.16 -0.79
O -3.01 7.04 -0.49
O -0.25 7.96 -0.59
H 0.24 6.05 -0.49
H -0.40 6.82 0.90
H -1.94 5.14 -0.43
H -1.95 6.09 -1.88
H -3.79 6.57 -0.77
H -1.02 8.39 -0.23
C -2.52 -4.67 -0.85
C -3.26 -3.40 -0.29
O -3.29 -2.43 -1.36
O -3.31 -5.12 -1.93
H -2.39 -5.20 0.09
H -1.51 -4.36 -1.09
H -2.67 -2.97 0.52
H -4.24 -3.70 0.06
H -2.52 -2.75 -1.83
H -3.11 -4.51 -2.64
C -2.87 3.74 1.56
C -1.69 3.27 2.45
O -1.89 3.57 3.80
O -4.21 3.39 2.09
H -2.78 3.10 0.69
H -2.82 4.81 1.37
H -0.76 3.67 2.04
H -1.75 2.19 2.32
H -1.38 3.04 4.42
H -4.06 2.74 2.78
C 1.23 -5.52 2.93
C 0.10 -5.76 3.89
O 0.32 -6.84 4.74
O 1.49 -6.59 2.03
H 2.21 -5.41 3.39
H 0.89 -4.61 2.42
H -0.82 -5.76 3.30
H -0.06 -4.93 4.57
H -0.08 -7.61 4.34
H 0.92 -7.31 2.33
C 0.08 1.04 5.04
C 0.05 1.98 6.23
O 1.35 2.33 6.76
O 0.54 1.64 3.91
H -0.94 0.70 4.83
H 0.59 0.16 5.41
H -0.48 1.39 6.98
H -0.55 2.85 5.97
H 1.69 2.76 5.97
H 0.66 1.03 3.17
C -2.99 2.01 -2.95
C -1.87 2.24 -3.94
O -1.93 1.29 -4.96
O -3.15 2.95 -1.90
H -2.82 1.04 -2.48
H -3.98 2.01 -3.40
H -0.88 2.24 -3.48
H -1.86 3.25 -4.35
H -2.07 0.46 -4.49
H -3.83 2.72 -1.26
C 1.84 -4.25 -1.69
C 2.44 -5.40 -0.73
O 1.67 -6.63 -0.72
O 2.15 -4.59 -3.05
H 2.42 -3.35 -1.47
H 0.79 -3.98 -1.65
H 2.09 -5.04 0.23
H 3.51 -5.56 -0.86
H 1.57 -6.89 0.20
H 2.94 -4.15 -3.38
C 5.76 3.52 -1.05
C 4.58 3.01 -0.32
O 4.82 1.83 0.35
O 5.92 4.89 -0.82
H 5.69 3.22 -2.10
H 6.63 3.10 -0.55
H 3.74 2.94 -1.00
H 4.33 3.65 0.52
H 4.67 1.13 -0.30
H 6.78 5.21 -1.12
C -4.45 0.52 0.06
C -4.90 -0.29 1.27
O -4.43 0.51 2.41
O -5.34 1.58 -0.11
H -4.41 -0.22 -0.74
H -3.44 0.93 0.17
H -4.37 -1.24 1.31
H -5.98 -0.41 1.38
H -3.49 0.33 2.37
H -5.25 2.07 0.71
C -0.72 -2.05 -4.19
C -1.24 -3.51 -4.53
O -2.67 -3.40 -4.18
O -0.68 -2.00 -2.78
H -1.30 -1.22 -4.61
H 0.32 -1.95 -4.49
H -0.74 -4.21 -3.86
H -1.15 -3.89 -5.54
H -3.06 -3.02 -4.97
H 0.09 -1.50 -2.50
*
```

***

# 5
Density functional theory data (ωB97M-V/def2-TZVPD) for the molecule C4H8O2.

Output
* Kohn-Sham gap: 11.20 eV
* energy above the lowest of the compared OMol25 structures with the same formula, charge and spin: 18.3 kcal per mole

```
! wB97M-V def2-TZVPD RIJCOSX def2/J DEFGRID3
* xyz 0 1
C -1.80 0.63 -0.12
C -0.72 -0.41 -0.39
O -0.87 -1.12 -1.36
C 0.59 -0.61 0.42
C 1.50 0.62 0.34
O 1.25 -1.71 -0.14
H -2.01 0.83 0.94
H -1.55 1.57 -0.60
H -2.70 0.25 -0.61
H 0.38 -0.83 1.48
H 1.64 0.92 -0.70
H 1.10 1.46 0.92
H 2.48 0.35 0.75
H 0.71 -1.94 -0.92
*
```

***

# 6
Density functional theory data (ωB97M-V/def2-TZVPD) for a structure of composition C3H7BrN2S.

Output
* Kohn-Sham gap: 8.83 eV
* energy above the lowest of the compared OMol25 structures with the same formula, charge and spin: 40.3 kcal per mole

```
! wB97M-V def2-TZVPD RIJCOSX def2/J DEFGRID3
* xyz 0 1
C 0.72 1.75 0.05
C 0.15 -1.38 0.39
C 0.10 -0.64 -0.96
N 0.04 2.86 0.26
N -0.52 0.71 -0.93
S 2.25 1.31 0.19
Br -2.21 0.86 -0.12
H -0.81 -1.23 1.05
H 0.27 -2.53 0.27
H 0.94 -0.92 0.93
H 1.15 -0.68 -1.35
H -0.68 -1.04 -1.70
H -0.87 2.96 -0.15
H 0.36 3.79 0.24
*
```

***

# 7
Density functional theory data (ωB97M-V/def2-TZVPD) for a structure of composition C19H16BeN7S.

Output
* Kohn-Sham gap: 6.94 eV

```
! wB97M-V def2-TZVPD RIJCOSX def2/J DEFGRID3
* xyz 1 1
Be -2.77 -1.02 -1.22
N -2.65 -3.77 -4.05
C -2.88 -2.75 -3.24
S -3.08 -3.08 -1.56
N -3.01 -1.53 -3.75
N -3.11 -0.62 -2.81
C -3.56 0.59 -2.92
C -3.69 1.24 -1.65
C -4.05 2.58 -1.50
C -4.18 3.10 -0.22
C -3.96 2.26 0.87
C -3.62 0.94 0.64
N -3.47 0.44 -0.58
H -2.64 -4.71 -3.69
H -2.58 -3.61 -5.04
H -3.87 1.03 -3.85
H -4.22 3.19 -2.37
H -4.44 4.14 -0.08
H -4.07 2.63 1.87
H -3.45 0.25 1.45
N 3.20 -0.96 2.07
C 4.28 -0.26 2.53
C 5.17 -0.46 3.58
C 6.11 0.52 3.78
C 6.19 1.66 2.96
C 5.32 1.86 1.92
C 4.35 0.89 1.70
N 3.35 0.86 0.78
C 2.67 -0.25 1.03
C 1.44 -0.56 0.37
C 0.61 -1.63 0.74
C -0.63 -1.74 0.16
N -1.10 -0.89 -0.75
C -0.29 0.09 -1.17
C 0.97 0.28 -0.65
H 2.88 -1.85 2.43
H 5.12 -1.34 4.20
H 6.81 0.41 4.59
H 6.95 2.39 3.16
H 5.37 2.74 1.29
H 0.91 -2.35 1.48
H -1.29 -2.55 0.44
H -0.68 0.74 -1.93
H 1.60 1.09 -0.99
*
```

***

Number 1: DFT total energy -164940.1345 eV, maximum force 1.0 eV/A. Number 2: DFT total energy -58654.4771 eV, maximum force 1.0 eV/A. Number 3: DFT total energy -106477.0678 eV, maximum force 0.4 eV/A. Number 4: DFT total energy -88944.6683 eV, maximum force 4.7 eV/A. Number 5: DFT total energy -8372.4903 eV, maximum force 0.4 eV/A. Number 6: DFT total energy -87079.4814 eV, maximum force 5.1 eV/A. Number 7: DFT total energy -41628.7474 eV, maximum force 1.7 eV/A.